(1)
Density functional theory data (wB97M-V/def2-TZVPD) for 2 unconnected molecules or ions with the total composition C3H10O3S2Si in a non-equilibrium geometry.

Last column: natural (NBO) charge in e.
Positions of all 19 atoms, in Å:
C1 2.87066 -0.80173 1.25848  -0.2679
C2 -2.60047 0.63551 -0.37447  -0.5763
C3 -1.91965 -0.51295 0.24544  -0.5213
O1 1.28171 -0.00394 -2.23588  -1.0904
O2 1.26401 1.61317 0.05395  -1.1484
O3 2.41498 -0.78477 -0.10598  -0.9318
Si1 1.25126 0.20510 -0.58840  2.0923
S1 -1.95449 2.13600 0.45054  -0.0928
S2 -2.23746 -1.94880 -0.73733  -0.0133
H1 1.95893 -1.22223 1.83719  0.1884
H2 2.95391 0.26940 1.60525  0.1869
H3 3.85588 -1.33034 1.29189  0.2070
H4 -3.64711 0.64902 -0.15718  0.2232
H5 -2.26497 0.88454 -1.41684  0.2411
H6 -2.06015 -0.80071 1.30196  0.2102
H7 1.47029 -0.91851 -2.42295  0.5013
H8 0.40809 2.06151 0.22092  0.5340
H9 -1.48476 1.46870 1.63122  0.1421
H10 -1.56068 -1.59897 -1.85781  0.1155

The value obtained for the HOMO-LUMO gap (alpha / beta) is 7.622 / 6.457 eV. As for the net charge: 0. The value obtained for the molar mass is 186.33 g/mol.

(2)
Density functional theory data (wB97M-V/def2-TZVPD) for 3 unconnected molecules or ions with the total composition C3H10O5 in a non-equilibrium geometry.

Last column: natural (NBO) charge in e.
Positions of all 18 atoms, in Å:
O1 -1.78891 -2.36186 -1.00141  -0.6116
C1 -1.23373 -1.63862 -0.18191  0.7973
O2 -1.90142 -1.07830 0.79930  -0.7139
C2 0.24962 -1.59792 -0.15692  -0.5629
C3 0.59852 -0.30039 0.66734  -0.0536
O3 1.88017 0.19934 0.50557  -0.7438
H1 -2.93185 -0.79859 0.74546  0.5356
H2 0.88039 -1.72757 -1.15797  0.2628
H3 0.68419 -2.53355 0.14838  0.2451
H4 0.52440 -0.42745 1.67859  0.1672
H5 -0.11710 0.55899 0.22595  0.1981
H6 2.58273 -0.25466 1.04169  0.4715
O4 -1.58723 0.98050 -1.61924  -1.0120
H7 -1.32190 1.88754 -1.55630  0.5034
H8 -2.19331 0.56542 -2.29842  0.5154
O5 1.85693 3.15011 0.69964  -0.9537
H9 2.34040 2.78574 0.07642  0.4702
H10 1.47810 2.59126 1.38383  0.4850

As for the energy relative to the best compared isomer or geometry (same formula, charge and spin): 2.4772 eV. The value obtained for the HOMO-LUMO gap is 10.185 eV. As for the net charge: 0. The value obtained for the molar mass is 126.11 g/mol. As for the structure (SMILES): O=C(O)CCO.O.O.

Q: net charge of number 1 (C3H10O3S2Si)?
A: 0